No. 1
137
Properties=species:S:1:pos:R:3:forces:R:3:lowdin_charge:R:1 method="wB97M-V/def2-TZVPD" e_homo_ev=-10.907 charge=+1 e_tot_ha=-3715.7064
C -1.07750 -4.33763 3.72292 -3.1 1.7 0.0 0.044
C -2.30926 -3.45080 3.69842 3.5 -2.2 0.0 -0.084
N -3.33665 -3.61949 2.55085 0.6 1.7 -0.2 -0.132
N -4.10863 -4.72201 2.68375 -3.2 0.2 -4.4 0.084
C -5.13343 -4.99213 1.64782 2.4 4.2 -0.9 0.044
C -5.31850 -3.93068 0.42763 2.0 1.2 0.9 -0.010
C -6.48759 -4.22977 -0.70657 0.7 -1.4 0.8 -0.226
N -7.80604 -4.29405 0.06715 0.5 -0.3 -1.1 -0.037
C -4.36799 -2.60031 0.29154 0.4 -3.2 3.4 0.028
C -4.45488 -1.50307 -0.92373 0.0 -0.2 -0.4 -0.156
C -5.57556 -0.32416 -0.71878 -0.7 0.0 -0.8 -0.198
C -7.13669 -0.81887 -0.91769 -0.1 0.4 0.9 -0.207
C -8.09221 0.47189 -0.58807 -0.5 0.2 -0.5 -0.214
C -9.33953 0.17264 0.43323 -0.2 0.9 0.5 -0.208
C -8.91300 -0.44207 1.89210 0.1 0.2 0.3 -0.214
C -7.39428 -0.06180 2.38757 0.2 -1.3 0.5 -0.227
C -7.23978 -0.21434 4.03759 -0.1 0.2 -1.1 -0.213
C -7.48194 -1.76814 4.51593 -0.6 0.1 1.0 -0.259
C -8.29627 -1.80197 5.96180 0.3 -1.4 -0.1 -0.151
C -3.25336 -2.52043 1.53713 -2.6 -1.0 -1.9 0.022
C -2.15825 -1.26495 1.57110 0.9 0.1 0.2 -0.098
C -0.55492 -1.65818 1.40211 -1.5 5.9 0.6 0.035
C 0.39274 -0.27918 1.41598 -4.6 -0.9 0.5 0.006
C -0.41240 1.12473 1.59735 -0.3 -1.8 -0.2 -0.079
N -1.86883 1.41729 1.72275 2.0 -5.6 -0.3 0.007
C -2.77331 0.23193 1.72694 4.1 -0.9 -0.5 -0.032
H -0.01042 -3.86059 3.82091 -2.4 -0.9 1.1 0.084
H -1.14895 -5.52590 3.66826 0.1 2.9 -1.1 0.097
H -2.57024 -2.66366 4.52393 0.9 -0.9 -2.4 0.141
H -5.83426 -5.93232 1.68146 1.9 2.0 0.3 0.134
H -6.49339 -3.46439 -1.59270 0.0 -1.4 2.1 0.107
H -6.21709 -5.30010 -1.16031 -0.4 2.3 0.8 0.134
H -8.62341 -4.05427 -0.54471 1.2 -0.5 0.8 0.089
H -7.94495 -5.23940 0.50658 0.1 1.4 -0.9 0.078
H -3.40811 -0.97505 -1.14851 -2.2 -1.5 0.9 0.126
H -4.75643 -2.08303 -1.91777 0.7 1.1 2.2 0.128
H -5.37536 0.48085 -1.57693 -0.2 -1.6 2.0 0.137
H -5.51980 0.19563 0.33518 0.1 -1.1 -2.2 0.078
H -7.38896 -1.65046 -0.12334 0.5 1.5 -1.6 0.086
H -7.38430 -1.21800 -1.99250 0.8 0.7 2.0 0.120
H -7.41300 1.31503 -0.14147 -1.4 -1.5 -0.8 0.098
H -8.55408 0.92211 -1.59189 1.1 -1.0 2.2 0.127
H -9.85585 1.22474 0.64453 1.1 -2.2 -0.6 0.121
H -10.17057 -0.52074 -0.02436 1.8 1.3 0.7 0.114
H -9.02130 -1.60807 1.83594 0.3 2.2 0.3 0.096
H -9.64942 -0.02878 2.73244 1.4 -1.0 -1.9 0.126
H -6.67798 -0.90216 1.93415 -1.3 1.9 0.8 0.096
H -7.05067 0.99868 2.02742 -0.7 -2.0 0.7 0.110
H -8.05275 0.49436 4.52533 1.7 -1.5 -0.9 0.112
H -6.15976 0.18827 4.31741 -2.3 -0.9 -0.3 0.110
H -8.13940 -2.38971 3.76278 1.4 1.5 1.3 0.096
H -6.48539 -2.36876 4.69016 -1.8 1.3 -0.6 0.098
H -9.12493 -0.97443 6.04207 1.8 -1.6 -0.1 0.078
H -7.53862 -1.79578 6.88153 -1.8 0.3 -2.0 0.085
H -8.82340 -2.86714 5.99744 1.0 2.3 0.1 0.078
H -0.13363 -2.74316 1.28737 -1.1 2.3 0.2 0.102
H 1.57919 -0.34549 1.34011 -3.0 0.3 0.2 0.103
H 0.29459 2.08878 1.63342 -2.0 -2.3 -0.1 0.111
H -3.94472 0.42954 1.84391 3.0 -0.6 -0.3 0.121
O -2.48959 5.82968 -3.82334 -4.3 0.2 2.1 -0.199
P -3.21913 4.46920 -3.94346 7.6 -3.5 -5.0 0.777
O -1.96054 3.61995 -3.29128 -0.2 0.1 0.9 -0.256
C -1.71157 3.75592 -1.90254 0.2 -0.1 0.3 -0.291
C -2.85286 3.20600 -1.06844 0.0 -0.1 0.1 -0.091
O -2.83564 4.31614 -5.55610 -1.4 0.1 0.5 -0.263
C -2.97204 5.45195 -6.40035 0.4 0.6 -0.4 -0.299
C -1.59907 6.02880 -6.70878 0.2 -0.1 -0.1 -0.074
O -4.03423 2.94917 -4.07766 -2.2 2.7 1.9 -0.279
C -3.61171 1.86823 -4.90428 0.0 -0.8 -0.7 -0.286
C -2.49835 1.02699 -4.30262 0.4 0.2 0.0 -0.075
H -1.52200 4.80574 -1.65662 0.0 0.0 0.0 0.111
H -0.79573 3.19745 -1.68111 -0.1 0.0 -0.2 0.119
H -3.76388 3.79181 -1.21905 -0.1 0.1 0.0 0.072
H -2.59914 3.22954 -0.00533 -0.1 0.0 -0.1 0.057
H -3.08331 2.17508 -1.35238 0.1 0.1 0.0 0.055
H -3.62765 6.20422 -5.94626 0.2 -0.1 -0.1 0.105
H -3.45155 5.12754 -7.32902 0.0 -0.1 0.1 0.118
H -1.00336 6.17350 -5.80261 -0.3 0.1 0.0 0.072
H -1.68705 6.98520 -7.22919 0.0 -0.1 0.0 0.079
H -1.03417 5.33782 -7.34222 -0.1 0.1 0.0 0.077
H -3.35786 2.18763 -5.91806 0.0 0.2 0.3 0.114
H -4.49264 1.22492 -5.01396 -0.1 0.3 0.2 0.115
H -1.53322 1.52889 -4.38152 -0.1 0.0 0.1 0.075
H -2.41083 0.07452 -4.83843 -0.2 0.1 0.0 0.081
H -2.68773 0.81568 -3.24696 0.0 0.0 -0.1 0.054
O 4.71129 0.42693 3.25644 1.3 -1.9 -4.1 -0.215
P 5.51869 1.47974 2.45816 -1.1 6.6 7.0 0.776
O 6.52946 1.81379 3.72203 0.4 -0.7 -0.3 -0.252
C 7.49427 0.83949 4.08113 0.4 -0.2 0.4 -0.289
C 8.51782 0.62745 2.98201 0.1 0.1 0.0 -0.073
O 4.37636 2.66382 2.71135 -0.2 -0.5 -1.3 -0.256
C 3.00251 2.32876 2.56394 -0.3 0.0 0.6 -0.316
C 2.35616 2.20222 3.93476 0.0 0.1 0.2 -0.069
O 6.42079 2.65602 1.56626 -0.4 -3.8 -2.0 -0.274
C 6.47630 4.04593 1.87503 0.0 1.3 0.0 -0.281
C 7.44742 4.39413 2.99080 -0.1 -0.2 0.4 -0.071
H 6.99862 -0.10259 4.33677 0.0 0.1 0.0 0.108
H 7.99819 1.19972 4.98444 -0.2 0.1 -0.1 0.125
H 8.05013 0.20132 2.09011 0.0 -0.1 0.0 0.045
H 9.30665 -0.05172 3.31609 -0.1 0.0 -0.1 0.086
H 8.97340 1.57611 2.68365 -0.1 -0.1 0.1 0.075
H 2.88155 1.40896 1.97976 0.1 0.1 0.2 0.072
H 2.51689 3.13199 2.00128 0.2 0.1 0.0 0.114
H 2.93741 1.56014 4.60320 -0.1 -0.1 -0.3 0.077
H 1.34392 1.80005 3.85179 0.0 0.0 0.1 0.055
H 2.30324 3.18285 4.41787 -0.1 -0.1 -0.1 0.083
H 5.48941 4.47461 2.06603 0.1 -0.3 0.1 0.111
H 6.83277 4.53278 0.95971 0.0 -0.4 -0.1 0.121
H 7.03602 4.14317 3.96927 0.1 0.0 -0.1 0.072
H 7.65125 5.47135 2.99375 -0.1 -0.1 -0.2 0.085
H 8.39465 3.86159 2.87217 -0.1 0.1 -0.1 0.072
O 9.32331 -0.28264 -3.38968 4.6 0.5 1.1 -0.205
P 9.79591 -1.47130 -2.51717 -8.8 -3.8 -0.3 0.779
O 9.22783 -2.60698 -3.57458 0.7 0.1 -0.4 -0.258
C 9.91820 -2.78316 -4.79991 0.1 -0.2 -0.5 -0.295
C 11.32343 -3.31198 -4.58457 0.0 -0.2 0.0 -0.080
O 8.47452 -1.36074 -1.51078 1.1 0.4 0.6 -0.262
C 8.05665 -0.07432 -1.07265 -0.4 0.4 -0.3 -0.296
C 6.80628 0.34385 -1.83068 -0.2 0.0 0.0 -0.072
O 10.32393 -2.79938 -1.54232 2.9 2.7 -0.7 -0.270
C 9.46098 -3.74793 -0.92118 -0.5 -0.7 0.7 -0.287
C 8.97316 -4.84465 -1.85310 -0.3 0.1 -0.3 -0.075
H 9.93930 -1.84109 -5.35721 0.0 0.0 0.0 0.109
H 9.34484 -3.50237 -5.39462 -0.1 0.1 0.2 0.123
H 11.93830 -2.58081 -4.05247 0.1 0.1 0.0 0.071
H 11.80225 -3.53422 -5.54189 0.0 0.1 0.1 0.082
H 11.30999 -4.22230 -3.97822 0.0 0.1 -0.1 0.070
H 8.85972 0.66256 -1.19106 -0.2 -0.1 0.0 0.110
H 7.83433 -0.13697 -0.00296 0.1 -0.1 -0.1 0.088
H 6.92256 0.21959 -2.91141 0.2 0.1 0.2 0.074
H 6.55453 1.38588 -1.62078 0.0 0.0 0.0 0.073
H 5.96017 -0.28523 -1.53713 0.1 0.0 0.1 0.072
H 8.62499 -3.27728 -0.39791 0.2 0.1 -0.3 0.108
H 10.06507 -4.22101 -0.13812 0.2 0.2 -0.2 0.119
H 8.18277 -4.48417 -2.51262 0.1 0.0 0.0 0.071
H 8.55504 -5.67632 -1.27392 0.2 0.2 0.1 0.081
H 9.78709 -5.22814 -2.47390 -0.1 0.0 0.1 0.072



No. 2
15
Properties=species:S:1:pos:R:3:forces:R:3:lowdin_charge:R:1 method="wB97M-V/def2-TZVPD" smiles=FC[C@@]1(S)[C@H](S)[C@@H]1S de_lowest_ev=0.4819 e_homo_ev=-9.144 e_tot_ha=-1450.9926
F 2.59616 0.13099 -1.22479 0.2 0.7 -0.9 -0.028
C 2.22057 -0.08321 0.06925 1.3 -0.2 1.4 -0.241
C 0.74818 0.00601 0.23534 -0.9 -0.8 0.3 -0.823
S 0.24926 -0.22492 1.91364 -0.1 -0.2 0.6 0.812
C -0.02528 0.85545 -0.69774 -0.8 -0.3 0.0 -0.639
S -1.39833 1.86783 -0.21945 -0.3 -0.2 0.8 0.753
C -0.10693 -0.67603 -0.83442 1.1 0.7 -0.5 -0.636
S -1.50466 -1.70525 -0.56801 0.1 -0.3 0.1 0.782
H 2.55086 -1.11065 0.26871 -0.1 0.2 0.5 0.128
H 2.75520 0.64461 0.76464 -0.6 -0.8 -1.0 0.143
H -0.47662 -1.35723 1.69668 0.2 0.4 0.0 -0.136
H 0.56293 1.39332 -1.40836 0.3 0.0 -0.6 0.090
H -1.46611 1.45390 1.09191 0.1 0.2 -0.7 -0.143
H 0.50787 -1.11018 -1.61523 0.0 0.3 -0.1 0.094
H -2.35921 -0.70866 -0.42883 -0.6 0.5 0.1 -0.156



No. 3
17
Properties=species:S:1:pos:R:3:forces:R:3:lowdin_charge:R:1 method="wB97M-V/def2-TZVPD" smiles=CSC(C)(C#N)SC de_lowest_ev=2.1384 e_homo_ev=-8.819 e_tot_ha=-1046.9697
C 2.33568 1.29750 -1.11724 -0.4 -1.4 -2.2 -0.385
S 1.13875 1.75564 0.18746 1.0 0.9 -0.3 0.838
C 0.21866 0.29225 0.49166 -3.3 -0.2 -2.1 -0.879
C -0.40525 0.29973 1.87658 1.7 -1.9 1.2 -0.160
C 0.67607 -0.96814 -0.05704 -0.9 3.5 2.1 -0.371
N 1.07531 -1.93841 -0.45741 1.2 -3.3 -1.4 0.195
S -1.51334 0.47179 -0.85340 1.8 0.0 1.2 0.728
C -2.29637 -1.12188 -0.63040 -0.1 -1.0 -2.5 -0.489
H 2.31264 0.14943 -1.00895 1.0 1.9 -0.5 0.028
H 3.34679 1.78825 -1.04477 -1.1 -0.7 0.7 0.047
H 2.02812 1.50495 -2.24160 0.0 -0.2 2.4 0.080
H 0.47291 0.22671 2.57833 -0.7 0.1 -0.4 0.095
H -0.98382 -0.65179 2.11565 0.3 1.5 -0.6 0.105
H -0.88222 1.23798 2.12349 -0.5 0.0 -0.3 0.071
H -2.35676 -1.35615 0.40603 -0.3 -0.4 0.7 0.003
H -1.87574 -1.98291 -1.26347 0.0 1.3 1.2 0.063
H -3.29141 -1.00495 -1.10492 0.2 0.1 0.7 0.031



No. 4
33
Properties=species:S:1:pos:R:3:forces:R:3:lowdin_charge:R:1 method="wB97M-V/def2-TZVPD" e_homo_ev=-8.537 e_tot_ha=-2607.1607
C 1.25166 -1.77063 2.08604 0.3 0.5 0.1 -0.081
C 1.34570 -1.27948 0.64667 -0.1 -0.8 -0.1 -0.260
O 0.64155 -0.08415 0.33011 -0.1 -0.5 0.9 -0.162
C 1.05718 1.04676 1.05041 -0.3 0.3 -0.9 -0.180
C -0.17477 1.68049 1.74574 0.8 0.0 -0.3 -0.144
O -1.41765 1.11679 1.20502 -0.5 0.5 0.7 -0.457
S -1.96055 -0.12046 2.03336 1.0 -0.8 -0.3 1.048
P -3.90228 -0.59172 1.18714 -2.6 -0.3 0.7 0.288
N -4.59190 -1.38904 2.29254 0.5 0.2 -0.1 -0.152
O -4.61075 0.75659 0.76230 1.1 0.0 -0.2 -0.096
O -3.60704 -1.37673 -0.12450 1.1 0.5 0.0 -0.081
H 1.57116 -1.02167 2.81212 0.0 0.1 0.1 0.068
H 1.95586 -2.59062 2.19865 -0.1 -0.2 0.0 0.085
H 0.25966 -2.11150 2.37102 -0.1 -0.1 -0.1 0.046
H 2.38574 -1.22944 0.32788 0.1 0.4 0.0 0.124
H 0.89380 -2.04864 0.02671 0.0 0.1 -0.3 0.117
H 1.42573 1.77727 0.33150 0.1 0.0 -0.1 0.129
H 1.87656 0.84729 1.73530 -0.1 -0.1 0.3 0.129
H -0.15604 1.58941 2.83173 -0.2 -0.1 0.1 0.113
H -0.23213 2.72621 1.47429 -0.2 0.2 0.1 0.132
H -2.32774 0.35458 3.25742 -0.4 0.3 -0.4 0.026
H -5.44798 -0.92750 2.58518 0.0 -0.3 0.4 0.020
H -4.16464 1.52838 1.14653 -0.3 0.2 -0.3 0.098
H -3.09416 -2.18244 0.06196 -0.2 -0.2 -0.4 0.119
N 1.58060 0.17678 -4.10905 0.3 0.4 0.3 -0.309
S 2.55014 -0.31002 -2.96634 0.4 -1.2 0.9 0.486
O 2.64225 0.53523 -1.81072 -0.2 0.2 -0.1 -0.305
O 3.74140 -0.97366 -3.37786 0.1 0.2 -0.3 -0.276
F 1.66525 -1.53039 -2.41434 -0.4 0.2 -0.3 -0.210
S 2.09613 1.45796 -4.87806 0.0 1.2 -0.6 0.468
O 1.06589 2.04938 -5.66445 -0.4 -0.5 0.0 -0.294
O 3.39695 1.37040 -5.45213 0.1 -0.4 0.2 -0.281
F 2.28443 2.52457 -3.70216 0.0 0.0 0.1 -0.209



No. 5
16
Properties=species:S:1:pos:R:3:forces:R:3:lowdin_charge:R:1 method="wB97M-V/def2-TZVPD" smiles="N#CC(C=O)(C(N)=O)C(N)=O" de_lowest_ev=0.0000 e_homo_ev=-10.660 e_tot_ha=-583.5113
N -2.13800 -0.83888 2.14562 2.3 0.0 -2.1 0.196
C -1.31022 -0.79055 1.31299 -1.7 0.2 2.1 -0.144
C -0.34009 -0.66121 0.18674 0.3 1.9 3.4 -0.248
C -0.94147 -1.50296 -0.82211 -0.6 -0.8 -2.1 -0.180
O -1.96606 -1.18122 -1.38838 0.8 -1.2 0.1 0.083
C -0.31154 0.86644 -0.17410 0.3 0.9 -1.7 -0.426
N -1.46393 1.38355 -0.77186 0.9 -0.6 0.2 0.158
O 0.73918 1.49118 -0.05545 -1.6 -0.8 0.2 0.076
C 1.12126 -1.15904 0.54813 -1.2 0.9 1.9 -0.474
N 1.52210 -0.95421 1.84456 1.2 -1.1 -2.1 0.213
O 1.71894 -1.73374 -0.29375 1.3 -0.8 -1.4 0.120
H -0.27928 -2.39038 -0.95125 -1.0 -0.1 -0.7 0.156
H -2.24734 0.72055 -1.09884 1.9 1.6 0.6 0.134
H -1.21928 2.29651 -1.21980 -0.9 -1.3 0.5 0.136
H 0.92493 -0.44720 2.39728 -1.4 1.4 1.6 0.063
H 2.50180 -0.99679 2.11828 -0.5 -0.1 -0.4 0.135



No. 6
11
Properties=species:S:1:pos:R:3:forces:R:3:lowdin_charge:R:1 method="wB97M-V/def2-TZVPD" de_lowest_ev=4.9158 e_homo_ev="-7.310 / -7.950" e_tot_ha=-646.1415
C -1.84913 -0.88889 -0.77373 -1.8 1.9 0.2 -0.439
C 1.44114 0.28298 0.39445 1.9 0.7 0.2 -0.145
O 2.28876 0.37107 1.52122 0.2 -0.8 -1.0 -0.116
O -0.88427 -0.66275 -1.76288 1.5 0.1 -0.8 -0.404
O -1.11843 -1.76698 0.02120 0.2 -1.4 0.2 -0.396
P 0.15133 -1.85622 -1.11195 -1.2 1.7 1.0 1.000
H -2.14366 0.08981 -0.11588 0.6 -2.1 -1.7 0.159
H -2.75896 -1.29659 -1.37750 1.1 0.3 1.7 0.139
H 0.55809 0.77300 0.77276 -0.7 -0.2 -0.8 0.050
H 3.21467 0.14047 1.31128 -0.8 0.1 -0.1 0.090
H 1.94328 0.60247 -0.56633 -0.9 -0.3 1.1 0.061